Record 1
Here is one molecule with the formula C4H8O3 from OMol25. Energies are from wB97M-V/def2-TZVPD.

SMILES: CCOC(=O)CO
Energy above the lowest of the compared OMol25 structures with the same formula, charge and spin: 21.5 kcal per mole
E_HOMO: -10.57 eV
Energy: -10420.0731 eV

Each line ends with the natural charge from an NBO analysis.
Geometry (Å):
O (0.0066, -0.5616, -0.4325)  -0.509
O (-1.8908, 0.5388, 0.1034)  -0.609
O (-1.8899, -0.4621, 2.5817)  -0.709
C (0.3917, 0.4709, -1.3614)  -0.078
C (-1.0236, -0.2660, 0.3601)  0.777
C (-0.9301, -0.9614, 1.7006)  -0.165
C (1.9064, 0.5436, -1.3373)  -0.630
H (2.3679, -0.2456, -1.9362)  0.214
H (-2.4186, 0.1750, 2.0742)  0.490
H (2.2562, 0.4379, -0.3058)  0.218
H (-1.0273, -2.0478, 1.5701)  0.198
H (2.2435, 1.5132, -1.7139)  0.219
H (-0.0083, 0.2374, -2.3512)  0.189
H (0.0877, -0.7736, 2.0718)  0.192
H (-0.0714, 1.4013, -1.0238)  0.201

Record 2
Here is C3H6N2S3 as an isolated structure at a distorted geometry from OMol25. Energies are from wB97M-V/def2-TZVPD.

Energy above the lowest of the compared OMol25 structures with the same formula, charge and spin: 113.5 kcal per mole
E_HOMO: -8.88 eV
Energy: -38689.6267 eV

Each line ends with the natural charge from an NBO analysis.
Geometry (Å):
S (0.4511, -0.9180, -0.6759)  0.432
S (-2.2176, 0.1940, 0.4120)  0.418
S (-0.0218, 2.0266, -0.1087)  0.068
N (2.4021, -0.5806, 1.5942)  -0.644
N (2.0400, -0.2259, -0.8381)  -0.781
C (-2.6433, -1.5017, 0.0268)  -0.838
C (-0.6476, 0.5408, -0.1501)  -0.554
C (2.9880, -0.4310, 0.3020)  0.194
H (4.2673, -0.4885, 0.1016)  0.240
H (-2.5370, -2.0134, -0.8915)  0.247
H (1.1301, -0.6757, 1.3301)  0.318
H (2.2765, 0.1614, -1.6538)  0.396
H (-3.7515, -1.6098, -0.0403)  0.264
H (-2.0510, -2.2175, 0.7501)  0.241

Record 3
Here is one molecule with the formula C21H26N6O4 at a distorted geometry from OMol25. Energies are from wB97M-V/def2-TZVPD.

SMILES: O=C(CCN1CCN(Cc2ccccc2)CC1)NNC(=O)Nc1cccc([N+](=O)[O-])c1
Energy above the lowest of the compared OMol25 structures with the same formula, charge and spin: 75.0 kcal per mole
E_HOMO: -8.86 eV
Energy: -39327.5596 eV

Each line ends with the natural charge from an NBO analysis.
Geometry (Å):
O (-1.4926, -2.2341, -1.6401)  -0.658
O (4.2842, -2.5361, 2.2247)  -0.380
O (-3.9190, -1.2526, 1.9290)  -0.632
O (5.6032, -1.7062, 0.7477)  -0.376
N (-0.1445, -2.8120, 0.1354)  -0.631
N (4.5224, -2.1175, 1.1109)  0.528
N (-3.6306, -2.1844, -0.0937)  -0.464
N (-0.4907, 1.8566, 0.7294)  -0.441
N (-2.4380, -2.7994, 0.3320)  -0.473
N (-2.9555, 0.7702, -0.2022)  -0.472
C (3.1087, 1.2080, 0.8844)  -0.211
C (-1.3477, -2.5613, -0.4812)  0.784
C (-5.1242, -0.2911, 0.0556)  -0.513
C (-1.6444, 1.7304, 1.6021)  -0.222
C (4.2466, 1.3840, 0.1157)  -0.210
C (-1.8334, 0.9544, -1.0997)  -0.221
C (4.2500, 2.3140, -0.9090)  -0.222
C (-4.2488, 0.6026, -0.8450)  -0.203
C (1.9695, 1.9644, 0.6475)  -0.054
C (3.6809, -1.6634, -1.1396)  -0.189
C (-2.9393, 1.8145, 0.8033)  -0.228
C (3.4428, -2.0981, 0.1575)  0.024
C (1.3534, -2.0227, -1.6346)  -0.233
C (2.1799, -2.4933, 0.5720)  -0.244
C (0.7422, 1.7822, 1.4967)  -0.222
C (-0.5477, 0.8288, -0.2908)  -0.226
C (3.1184, 3.0756, -1.1507)  -0.223
C (1.1190, -2.4526, -0.3267)  0.238
C (1.9873, 2.9068, -0.3734)  -0.162
C (-4.1760, -1.2508, 0.7447)  0.704
C (2.6215, -1.6330, -2.0270)  -0.190
H (1.1015, 3.4972, -0.5516)  0.215
H (-1.8478, 0.1728, -1.8621)  0.221
H (0.5329, -1.9888, -2.3310)  0.260
H (-0.5175, -0.1759, 0.1677)  0.152
H (-3.0220, 2.8135, 0.3401)  0.171
H (-4.0861, 0.1084, -1.8060)  0.198
H (-3.7794, 1.6674, 1.4831)  0.211
H (2.7817, -1.3001, -3.0402)  0.225
H (3.1077, 0.4850, 1.6889)  0.207
H (0.3163, 0.9289, -0.9506)  0.219
H (0.8168, 0.8222, 2.0431)  0.166
H (-4.7509, 1.5623, -1.0445)  0.188
H (0.7073, 2.5839, 2.2437)  0.211
H (-2.3655, -2.7048, 1.3428)  0.413
H (-3.6085, -2.0256, -1.0957)  0.414
H (-5.6311, 0.2947, 0.8210)  0.233
H (-1.6171, 2.5393, 2.3363)  0.204
H (3.1203, 3.8078, -1.9452)  0.211
H (-1.8570, 1.9400, -1.5945)  0.169
H (-5.8677, -0.8295, -0.5307)  0.232
H (-0.1786, -3.1156, 1.0989)  0.402
H (5.1305, 0.7964, 0.3165)  0.225
H (-1.6340, 0.7669, 2.1433)  0.174
H (4.6745, -1.3614, -1.4277)  0.249
H (2.0413, -2.8184, 1.5930)  0.241
H (5.1346, 2.4494, -1.5135)  0.212

Record 4
Here is one molecule with the formula C3H6N2O at a distorted geometry from OMol25. Energies are from wB97M-V/def2-TZVPD.

SMILES: Cc1non1C
Energy above the lowest of the compared OMol25 structures with the same formula, charge and spin: 126.4 kcal per mole
E_HOMO: -9.08 eV
Energy: -8231.2176 eV

Each line ends with the natural charge from an NBO analysis.
Geometry (Å):
O (0.2195, 0.4373, -2.0335)  -0.232
N (-1.1782, 0.3412, -1.6384)  -0.203
N (0.5098, -0.0721, -0.7343)  -0.146
C (-1.4976, -0.2723, 0.8543)  -0.664
C (1.7390, 0.1008, -0.0093)  -0.435
C (-0.8368, -0.0554, -0.4546)  0.302
H (-0.9344, 0.3472, 1.7110)  0.227
H (-2.5366, -0.0405, 0.7886)  0.252
H (1.3841, 0.1688, 0.9861)  0.211
H (2.3321, -0.8122, -0.1633)  0.220
H (2.0279, 1.1825, -0.3321)  0.230
H (-1.2288, -1.3253, 1.0255)  0.238

Record 5
Here is one molecule with the formula C4H9N3OS2 at a distorted geometry from OMol25. Energies are from wB97M-V/def2-TZVPD.

Energy above the lowest of the compared OMol25 structures with the same formula, charge and spin: 10.3 kcal per mole
E_HOMO: -8.19 eV
Energy: -32480.3148 eV

Each line ends with the natural charge from an NBO analysis.
Geometry (Å):
S (-1.2481, -0.4407, -1.1213)  0.275
S (2.0030, -0.6756, -1.4576)  1.403
O (0.9991, -0.4466, -2.4687)  -0.979
N (1.2631, -0.9529, -0.0042)  -0.804
N (-0.6696, -0.9546, 1.3841)  -0.604
N (1.8083, 2.2121, -0.2996)  -0.789
C (-2.5573, -0.4201, 0.1548)  -0.553
C (-2.0810, -1.1620, 1.3133)  -0.227
C (2.6510, 1.1620, -0.8570)  -0.403
C (-0.0080, -0.8170, 0.1535)  0.327
H (-2.4266, -0.7947, 2.2861)  0.215
H (1.2394, 2.5723, -1.0230)  0.347
H (3.1847, 1.0105, 0.0713)  0.203
H (1.0848, 1.6939, 0.1782)  0.350
H (3.3768, 1.6134, -1.6595)  0.202
H (-2.5993, 0.6177, 0.5051)  0.208
H (-2.4048, -2.2360, 1.1412)  0.180
H (-0.1352, -1.3407, 2.1007)  0.405
H (-3.4801, -0.6410, -0.3974)  0.245

Record 6
Here is a 2-piece molecular cluster, C2H4N2 overall at a distorted geometry from OMol25. Energies are from wB97M-V/def2-TZVPD.

Energy above the lowest of the compared OMol25 structures with the same formula, charge and spin: 147.0 kcal per mole
E_HOMO (alpha / beta): -9.08 / -7.90 eV
Energy: -5112.5867 eV

Each line ends with the natural charge from an NBO analysis.
Geometry (Å):
N (0.5339, 0.3745, 0.8068)  -0.269
N (-1.4670, 0.1732, -0.0962)  -0.730
C (1.4703, -0.5537, 0.0026)  -0.084
C (1.3413, 0.7076, -0.2420)  -0.013
H (-2.0038, 0.6261, 0.6729)  0.306
H (1.8635, -1.6293, -0.0308)  0.261
H (-1.4288, -0.7399, 0.4245)  0.303
H (1.7384, 1.5168, -0.8796)  0.226

Q: Which value of energy does entry 6 give?
A: -5112.5867 eV

Q: Which value of energy does entry 4 give?
A: -8231.2176 eV